240
Properties=species:S:1:pos:R:3 method="wB97M-V/def2-TZVPD" spin_multiplicity=1 max_force_ev_per_a=3.03 lumo_ev=0.4 energy_ev=-105590.697
H 10.1268 12.5879 12.2541
C 9.6618 16.5867 11.2861
H 21.6347 22.3205 14.4034
C 13.7398 10.6168 10.6833
C 17.0161 20.4815 15.5590
H 9.9934 20.3777 20.1985
H 15.5670 13.0928 19.3797
H 11.0658 21.1311 12.9206
H 14.3633 18.4934 16.0953
H 21.9220 15.7120 15.8742
H 14.7392 12.4832 21.7606
C 14.0665 9.4815 12.9053
H 13.8638 13.5516 8.4200
C 19.5958 15.8483 14.2842
H 16.2658 22.1374 9.3249
H 16.3979 19.7309 9.3448
H 12.6703 15.2942 16.3449
O 9.8741 10.4978 16.5832
H 13.8170 10.4058 13.5051
C 8.7329 16.7883 10.0498
C 15.1838 14.0436 19.7486
H 12.5847 13.8232 13.6629
C 16.9768 22.0869 13.7034
H 14.6216 22.3066 8.4639
H 17.1519 10.2639 14.8556
H 15.1058 8.9550 11.1225
H 15.3749 12.8953 12.6601
O 13.4182 16.2899 13.1376
H 12.5728 14.2541 18.6058
C 8.9450 14.3540 9.5134
H 19.6982 25.1026 15.8984
H 9.9516 15.9514 8.5625
H 16.1600 16.4854 16.1702
H 19.3956 13.0918 10.5114
H 21.5984 14.1279 16.5965
H 15.7729 14.4952 20.5574
H 17.8407 12.3558 13.2733
H 12.4592 9.8066 18.5481
C 11.3589 9.8668 18.2483
H 11.3771 15.2339 12.6663
H 12.7918 21.0174 21.0789
C 18.8695 12.1731 10.7296
C 8.9733 15.7413 8.9464
H 8.5130 12.9449 11.7765
C 17.0159 18.5507 12.2625
H 14.7528 8.8185 13.3841
H 18.4485 8.6359 17.0671
C 11.6575 20.4826 13.5818
O 14.7105 13.6651 8.8369
H 16.8920 16.1935 9.0627
C 9.0719 17.3199 12.5368
H 17.2460 24.9838 16.5228
C 15.2119 15.9559 16.3833
H 12.0625 10.2688 14.8406
H 16.0171 14.5670 12.4268
O 15.8044 10.7906 11.8062
C 16.4258 15.2524 9.3345
H 13.3287 11.5293 11.0640
N 14.4653 15.8474 14.0091
C 16.9679 22.9220 16.1006
H 7.6664 16.6253 10.2643
H 12.2184 19.7302 12.9915
H 11.5350 14.9138 9.5384
H 18.0936 10.0281 12.0063
H 11.2653 21.2709 17.1876
H 14.3139 20.4334 17.1071
C 19.4238 11.5183 11.9477
H 18.5806 15.7394 13.9505
H 9.8282 10.7729 15.6707
C 21.2142 22.6860 15.3570
H 12.7599 22.8963 12.9630
H 16.9004 23.1124 13.3850
H 12.8849 9.9818 10.4635
H 13.7631 18.6026 14.6076
H 17.5408 24.5867 14.8504
H 16.2461 9.4520 17.6116
C 12.0217 17.7092 19.4408
H 14.9480 20.4173 10.8235
H 14.4967 13.9783 16.7256
H 15.9810 21.6058 13.5592
C 10.2699 18.6331 17.9272
C 13.3175 20.2660 9.4841
H 11.7643 13.1201 19.7202
C 21.4019 14.7470 15.6891
O 11.3537 21.1657 18.1289
H 18.2873 11.0059 17.3133
C 19.7431 23.7339 13.5921
H 18.7646 24.0916 13.3831
H 19.2717 9.2763 15.6606
H 14.5234 17.0347 8.4142
H 12.4738 16.9720 16.5208
C 13.2140 21.3525 20.1514
H 17.2518 22.6548 17.1526
C 19.8086 23.1487 15.0168
H 14.1981 10.9790 9.7547
H 8.1779 15.7757 8.1908
H 8.1108 16.9071 12.8826
H 12.8889 20.6054 8.5127
C 14.2753 21.1576 17.9181
C 17.7394 18.6674 10.9202
H 18.9032 11.5681 9.8296
H 12.8112 20.8043 10.2833
H 19.7418 18.7320 11.5742
O 11.9216 22.0507 15.3409
H 20.0682 22.9270 12.9176
C 12.1413 9.9308 15.9037
H 16.7115 17.5401 12.5748
H 17.6307 20.0340 16.3295
H 21.2427 21.9631 16.1635
H 11.0182 18.2581 11.2128
H 17.6918 18.9597 13.0359
O 15.5248 19.6650 8.9425
H 12.0177 16.1256 15.0695
C 12.7704 16.2360 15.8212
C 19.9017 15.0957 15.5650
H 15.4419 18.2379 14.7005
H 13.9368 17.2242 20.4426
H 14.1417 21.8632 20.5056
C 11.2410 19.0064 19.0320
N 18.9491 21.9640 15.2491
N 9.6349 15.2041 11.7305
H 11.3535 17.1423 20.0761
C 19.2004 24.1385 16.0519
H 11.4673 13.2192 9.6018
C 17.3141 10.0169 15.9063
H 9.5848 11.9416 10.7128
C 15.1047 13.9998 12.6393
C 14.4571 17.9906 15.1468
H 15.3021 10.4759 16.5485
H 19.1347 15.3015 17.4289
C 14.6360 14.3764 13.9689
H 11.4089 19.8920 21.0325
N 12.1602 19.9897 18.3167
H 18.0816 7.9531 15.5968
H 15.8746 12.9306 14.8054
C 13.7759 13.7186 20.4027
H 15.7877 11.3935 11.0493
C 10.6614 19.5538 20.3433
H 13.0907 18.5971 21.0840
H 8.8647 17.8073 9.7510
H 16.8426 19.7934 14.7305
H 13.1575 12.6274 18.6481
C 15.2333 14.9827 8.4922
H 13.0843 13.7008 15.2987
H 20.4528 24.5805 13.3985
H 7.8812 14.1652 9.7694
C 14.6949 9.8582 11.5577
H 16.2077 15.3171 10.4001
O 19.4011 20.9270 14.3717
H 16.2620 14.2264 16.9803
H 13.6396 12.4393 14.1873
H 12.1612 14.0241 10.9506
O 13.9689 12.5653 21.2184
C 14.2003 16.0570 8.7495
H 19.0564 17.0780 11.4595
H 9.7671 17.1848 13.4025
H 16.6014 14.4798 14.5685
C 18.9509 12.3114 13.1923
H 10.9710 19.9917 14.2572
C 11.2371 10.5683 16.9046
C 11.0451 17.2062 10.9379
H 19.4004 14.1384 15.4916
C 11.3186 14.0987 10.2472
H 13.2283 19.2094 9.5811
H 17.1646 14.4359 9.2500
H 16.0311 20.5993 15.9939
O 19.4724 15.8101 16.6866
C 19.1252 18.0630 10.9757
C 17.4768 21.8639 15.1327
O 17.7591 20.0653 10.5128
H 15.8721 22.9446 16.0109
H 13.1787 8.9269 12.7380
H 9.5238 19.3954 17.7578
C 9.8987 14.1336 10.7334
H 13.1828 10.1749 16.1055
H 13.8652 16.7533 12.3871
C 15.7136 13.9962 14.9619
H 9.2016 13.5311 8.7887
H 15.2333 21.3835 18.4099
C 14.1554 19.0970 19.3846
H 10.7352 10.3713 18.9960
H 11.0008 8.8380 18.1895
H 11.8204 16.6554 11.5077
C 14.7968 20.5831 9.7479
H 13.2615 15.7780 8.2869
H 19.2734 11.8165 14.1473
H 17.1246 18.1652 10.1259
H 19.4329 23.7163 17.0223
O 17.7686 11.1863 16.5359
H 14.5661 18.6835 18.4323
H 13.2718 20.7508 14.9552
C 15.1624 22.0380 9.4079
H 19.7530 20.2459 14.9939
H 15.4462 8.7043 16.2508
H 16.0807 19.0692 12.1829
C 9.4747 12.8257 11.3732
C 18.3019 8.9310 16.0118
H 11.5853 11.6116 17.0284
H 15.0180 19.4637 19.9459
C 15.4313 14.4706 16.3614
H 12.2844 16.9775 18.6828
H 17.5930 21.5138 13.0689
H 20.3786 15.6652 13.5183
H 12.0519 8.8609 15.9615
H 14.1150 21.6974 12.7793
H 15.5245 15.0195 7.4412
H 14.8665 22.7035 10.2138
H 13.3951 14.5991 20.9666
H 19.6908 16.8921 14.4938
H 17.6534 20.6949 11.2552
H 21.7818 14.3449 14.7189
H 11.0881 22.4377 15.0257
H 14.0827 16.1245 9.8540
H 13.7177 21.9773 17.5521
C 13.4845 22.2515 13.4743
H 20.5174 11.5507 11.9082
C 14.1805 16.5430 15.3039
H 11.2992 17.0574 9.8801
C 12.7653 13.4072 19.3148
H 10.8743 18.4058 17.0299
H 10.0168 18.8411 20.8699
O 10.4670 14.9869 12.9185
C 12.6157 21.3324 14.3242
H 19.2656 13.3581 13.1920
H 14.8775 16.2902 17.3444
C 13.4157 13.5538 14.3107
H 14.1021 22.8447 14.1848
O 19.0574 10.1201 12.1217
C 13.4310 20.4053 19.0237
H 9.7193 17.6590 18.1208
C 17.6814 24.2340 15.8595
H 14.3465 14.1387 11.8597
H 15.1773 14.7928 18.9224
H 21.7643 23.6069 15.7141
H 8.8978 18.4131 12.4054
H 19.5042 17.9014 9.9515
H 17.8288 12.4777 10.9083
H 12.7000 22.2251 19.8091
C 13.3479 18.0910 20.1229
C 16.0116 9.5876 16.5696